No. 1
C19H14IrN3SSe2 as an isolated structure at a distorted geometry, computed with ωB97M-V/def2-TZVPD.

CARTESIAN COORDINATES (ANGSTROEM)
1 Ir 0.16 -1.31 -0.55
2 S 3.11 1.92 -0.33
3 C 3.93 0.38 -0.31
4 C 3.09 -0.68 -0.22
5 C 1.73 -0.24 -0.16
6 C 1.60 1.17 -0.24
7 C -0.86 1.01 -0.92
8 C -2.04 1.81 -1.40
9 C -3.31 1.38 -1.20
10 C -3.57 0.22 -0.44
11 C -2.50 -0.49 0.10
12 N -1.24 -0.10 -0.05
13 H 5.01 0.37 -0.36
14 H 3.43 -1.70 -0.20
15 H -1.87 2.73 -1.93
16 H -4.14 1.94 -1.61
17 H -4.58 -0.14 -0.28
18 H -2.67 -1.39 0.69
19 Se -0.18 1.95 1.78
20 Se 1.24 0.21 2.46
21 C 0.38 -1.53 2.43
22 C 0.20 -2.12 3.67
23 C -0.21 -3.45 3.75
24 C -0.43 -4.15 2.58
25 C -0.24 -3.51 1.37
26 N 0.17 -2.23 1.28
27 C 0.27 1.87 -0.19
28 C 0.39 3.21 -0.87
29 C 0.54 3.28 -2.23
30 C 0.60 2.22 -3.17
31 C 0.42 0.82 -2.97
32 N -0.17 0.22 -1.97
33 H 0.40 -1.55 4.57
34 H -0.35 -3.92 4.71
35 H -0.75 -5.19 2.59
36 H -0.40 -4.04 0.43
37 H 0.42 4.11 -0.27
38 H 0.69 4.27 -2.64
39 H 0.88 2.50 -4.17
40 H 0.84 0.16 -3.73

Net charge: +3
E_LUMO (alpha / beta) in eV: -13.33 / -13.33
Calculated total energy in a.u.: -6200.8166
Spin multiplicity: 2
F_max in Eh/bohr: 0.02356
HOMO energy (alpha / beta) in eV: -17.33 / -17.32
HOMO-LUMO gap (alpha / beta) in eV: 4.005 / 3.988

=====

No. 2
C19H14N3OsSSe2 as an isolated structure at a distorted geometry, computed with ωB97M-V/def2-TZVPD.

CARTESIAN COORDINATES (ANGSTROEM)
1 Os 0.15 -0.42 -0.20
2 Se 2.37 -1.35 -0.96
3 Se 0.56 -2.92 -1.10
4 C -0.35 -1.89 -2.51
5 C -0.70 -2.44 -3.71
6 C -1.35 -1.60 -4.63
7 C -1.60 -0.28 -4.30
8 C -1.21 0.19 -3.05
9 N -0.61 -0.60 -2.16
10 C 2.54 -1.18 0.97
11 C 3.64 -1.49 1.72
12 C 3.62 -1.09 3.06
13 C 2.53 -0.40 3.56
14 C 1.45 -0.13 2.72
15 N 1.46 -0.52 1.44
16 H -0.47 -3.47 -3.95
17 H -1.64 -1.99 -5.60
18 H -2.08 0.39 -4.99
19 H -1.37 1.22 -2.75
20 H 4.49 -2.01 1.30
21 H 4.47 -1.31 3.71
22 H 2.49 -0.08 4.59
23 H 0.58 0.41 3.07
24 S -0.80 3.82 0.12
25 C 0.82 3.70 -0.56
26 C 1.26 2.44 -0.70
27 C 0.27 1.47 -0.28
28 C -0.93 2.16 0.21
29 C -2.00 1.36 0.77
30 C -3.18 1.83 1.31
31 C -4.10 0.91 1.82
32 C -3.79 -0.44 1.74
33 C -2.58 -0.85 1.18
34 N -1.70 0.02 0.71
35 H 1.35 4.61 -0.80
36 H 2.23 2.20 -1.10
37 H -3.38 2.89 1.35
38 H -5.03 1.24 2.25
39 H -4.48 -1.19 2.12
40 H -2.32 -1.89 1.11

Net charge: +3
E_LUMO (alpha / beta) in eV: -12.39 / -12.40
Calculated total energy in a.u.: -6187.4017
Spin multiplicity: 1
F_max in Eh/bohr: 0.03996
Energy above the lowest of the compared OMol25 structures with the same formula, charge and spin in kcal/mol: 6.5
HOMO energy (alpha / beta) in eV: -18.33 / -18.32
HOMO-LUMO gap (alpha / beta) in eV: 5.943 / 5.923

=====

No. 3
C19H15AsNO6S2SeSr as an isolated structure at a distorted geometry, computed with ωB97M-V/def2-TZVPD.

CARTESIAN COORDINATES (ANGSTROEM)
1 Sr -0.44 -0.74 -0.13
2 O 1.81 1.27 0.80
3 As 2.75 -0.17 0.25
4 O 4.25 0.37 -0.11
5 O 1.74 -0.83 -0.90
6 C 2.96 -1.40 1.81
7 C 4.31 -1.50 2.13
8 C 4.76 -2.34 3.15
9 C 3.85 -3.10 3.86
10 C 2.50 -3.01 3.56
11 C 2.05 -2.17 2.55
12 S 0.27 -2.15 2.31
13 O 0.04 -2.79 1.00
14 O -0.36 -2.80 3.42
15 O -0.02 -0.70 2.20
16 H 2.52 1.93 0.81
17 H 5.01 -0.91 1.56
18 H 5.81 -2.40 3.37
19 H 4.18 -3.76 4.65
20 H 1.76 -3.57 4.12
21 S -1.06 4.16 -1.14
22 C -1.36 2.50 -1.55
23 N -0.34 1.81 -1.92
24 C 0.81 2.58 -1.89
25 C 2.09 2.13 -2.22
26 C 3.15 3.00 -2.10
27 C 2.95 4.32 -1.69
28 C 1.69 4.79 -1.38
29 C 0.62 3.91 -1.48
30 H -2.36 2.09 -1.53
31 H 2.23 1.09 -2.49
32 H 4.15 2.64 -2.30
33 H 3.81 4.98 -1.60
34 H 1.55 5.82 -1.05
35 Se -2.56 -0.92 -2.34
36 C -4.35 -1.13 -1.73
37 C -5.35 -1.57 -2.61
38 C -6.67 -1.70 -2.20
39 C -7.05 -1.40 -0.90
40 C -6.07 -0.96 -0.02
41 C -4.75 -0.83 -0.42
42 H -5.08 -1.81 -3.63
43 H -7.41 -2.04 -2.92
44 H -8.08 -1.50 -0.59
45 H -6.33 -0.72 1.01
46 H -4.02 -0.48 0.30

Net charge: -1
E_LUMO in eV: 2.31
Calculated total energy in a.u.: -6703.7669
Spin multiplicity: 1
F_max in Eh/bohr: 0.04414
Energy above the lowest of the compared OMol25 structures with the same formula, charge and spin in kcal/mol: 13.5
HOMO energy in eV: -4.36
HOMO-LUMO gap in eV: 6.671

=====

No. 4
C19H15BF4IrN3O2S as an isolated structure, computed with ωB97M-V/def2-TZVPD.

CARTESIAN COORDINATES (ANGSTROEM)
1 Ir -0.09 -0.57 0.09
2 O -1.82 -0.75 0.94
3 C -2.85 0.04 0.76
4 C -3.86 0.00 1.73
5 C -4.98 0.77 1.61
6 C -5.18 1.62 0.50
7 C -4.23 1.65 -0.48
8 C -3.04 0.88 -0.38
9 C -2.16 0.91 -1.46
10 N -0.98 0.32 -1.46
11 N -0.34 0.26 -2.63
12 C 0.77 -0.44 -2.52
13 O 1.08 -1.02 -1.39
14 C 1.67 -0.61 -3.66
15 C 2.84 -1.34 -3.52
16 C 3.69 -1.49 -4.60
17 C 3.37 -0.92 -5.83
18 C 2.19 -0.19 -5.97
19 C 1.34 -0.03 -4.89
20 H -3.72 -0.66 2.57
21 H -5.74 0.73 2.38
22 H -6.08 2.21 0.42
23 H -4.36 2.27 -1.35
24 H -2.46 1.39 -2.39
25 H 3.09 -1.79 -2.57
26 H 4.61 -2.06 -4.50
27 H 4.03 -1.04 -6.67
28 H 1.94 0.25 -6.92
29 H 0.43 0.53 -4.99
30 F 1.88 1.66 2.71
31 B 1.17 1.75 1.56
32 F -0.20 1.57 1.73
33 F 1.50 2.75 0.72
34 F 1.56 0.41 0.78
35 S 0.69 -2.29 1.54
36 C 0.93 -1.41 3.02
37 N 2.21 -1.12 3.37
38 C 2.56 -0.46 4.49
39 C 1.59 -0.05 5.36
40 C 0.25 -0.32 5.05
41 C -0.07 -1.01 3.89
42 H 2.92 -1.39 2.70
43 H 3.61 -0.28 4.63
44 H 1.86 0.48 6.26
45 H -0.53 0.00 5.72
46 H -1.09 -1.24 3.64

Net charge: +1
E_LUMO (alpha / beta) in eV: -4.83 / -6.25
Calculated total energy in a.u.: -1974.5653
Spin multiplicity: 2
F_max in Eh/bohr: 0.01813
Energy above the lowest of the compared OMol25 structures with the same formula, charge and spin in kcal/mol: 20.1
HOMO energy (alpha / beta) in eV: -11.71 / -11.66
HOMO-LUMO gap (alpha / beta) in eV: 6.881 / 5.411

=====

No. 5
An isolated molecule of C19H15BrF4N6O3S at a distorted geometry, computed with ωB97M-V/def2-TZVPD.

CARTESIAN COORDINATES (ANGSTROEM)
1 O 2.53 2.76 2.55
2 O -3.32 0.01 0.84
3 O 0.62 -2.06 -2.16
4 F 0.92 -0.98 7.83
5 F 2.67 -2.01 6.65
6 F 0.53 -2.82 6.67
7 F -4.00 -0.63 -4.07
8 Br 2.69 4.49 -2.19
9 N -0.04 0.56 1.43
10 N 1.28 2.07 -2.38
11 S 1.61 0.56 5.08
12 C 1.51 2.41 1.96
13 C -2.48 -0.76 0.43
14 C -0.12 -1.16 -1.90
15 C 0.75 1.17 2.26
16 C -0.08 -1.40 4.61
17 C 0.76 0.35 3.56
18 C -0.08 -0.62 3.36
19 C 0.87 -0.96 5.56
20 C 2.42 2.71 -2.79
21 C 1.21 0.84 -2.77
22 C 3.42 2.15 -3.53
23 C 2.12 0.22 -3.61
24 C 3.27 0.81 -4.02
25 N 1.27 3.17 0.84
26 N 0.12 0.13 -2.24
27 N -0.63 -0.52 2.11
28 N -2.42 -0.84 -0.98
29 C 1.30 -1.73 6.78
30 C -1.45 -1.45 1.39
31 C -3.34 -0.04 -1.82
32 C -2.23 -1.66 -3.17
33 C -1.55 -1.68 -1.80
34 C -3.05 -0.39 -3.24
35 H -0.51 -2.41 4.69
36 H 4.35 2.57 -3.94
37 H 1.93 -0.82 -3.85
38 H 4.07 0.19 -4.47
39 H 1.57 4.14 0.77
40 H 0.71 2.85 0.08
41 H -0.62 0.82 -1.95
42 H -2.07 -2.09 1.98
43 H -0.74 -1.89 0.82
44 H -4.26 -0.43 -1.48
45 H -3.26 1.05 -1.64
46 H -2.89 -2.59 -3.20
47 H -1.51 -1.65 -3.99
48 H -1.41 -2.82 -1.41
49 H -2.42 0.35 -3.67

E_LUMO in eV: 0.06
Calculated total energy in a.u.: -4658.8806
Spin multiplicity: 1
F_max in Eh/bohr: 0.15190
Energy above the lowest of the compared OMol25 structures with the same formula, charge and spin in kcal/mol: 70.5
HOMO energy in eV: -8.93
SMILES string: NC(=O)c1nn(CC(=O)N2C[C@H](F)C[C@H]2C(=O)Nc2cccc(Br)n2)c2cc(C(F)(F)F)sc12
HOMO-LUMO gap in eV: 8.996

=====

No. 6
C19H15MoN7O2 as an isolated structure at a distorted geometry, computed with ωB97M-V/def2-TZVPD.

CARTESIAN COORDINATES (ANGSTROEM)
1 Mo 0.09 0.07 -0.02
2 O 5.98 5.14 0.03
3 C 6.12 4.02 -0.58
4 O 7.10 3.65 -1.15
5 C 4.94 2.98 -0.61
6 C 3.71 3.14 0.03
7 C 2.75 2.14 -0.09
8 C 2.99 0.98 -0.84
9 C 4.24 0.84 -1.47
10 C 5.20 1.83 -1.35
11 N 1.97 0.01 -0.91
12 C 2.14 -1.10 -1.58
13 C 1.10 -2.09 -1.64
14 C 1.24 -3.30 -2.32
15 C 0.18 -4.21 -2.33
16 C -0.98 -3.89 -1.64
17 C -1.06 -2.66 -0.97
18 N -0.06 -1.78 -0.96
19 H 5.17 5.41 0.49
20 H 3.48 4.01 0.63
21 H 1.77 2.25 0.42
22 H 4.51 -0.02 -2.06
23 H 6.16 1.72 -1.84
24 H 3.08 -1.32 -2.10
25 H 2.16 -3.53 -2.85
26 H 0.28 -5.15 -2.86
27 H -1.82 -4.58 -1.62
28 H -1.96 -2.40 -0.42
29 N -0.79 0.78 4.10
30 C -0.09 0.04 3.24
31 N -0.39 0.44 1.99
32 C -1.31 1.46 2.19
33 N -1.54 1.65 3.46
34 C -1.87 2.12 1.03
35 C -2.81 3.16 1.05
36 N -3.23 3.67 -0.08
37 C -2.81 3.22 -1.23
38 C -1.87 2.17 -1.28
39 N -1.40 1.64 -0.15
40 H -0.81 0.74 5.12
41 H 0.59 -0.75 3.51
42 H -3.20 3.58 1.98
43 H -3.21 3.69 -2.13
44 H -1.51 1.79 -2.24

Net charge: +4
E_LUMO (alpha / beta) in eV: -17.41 / -16.87
Calculated total energy in a.u.: -1333.2739
Spin multiplicity: 3
F_max in Eh/bohr: 0.05258
HOMO energy (alpha / beta) in eV: -19.74 / -19.86
HOMO-LUMO gap (alpha / beta) in eV: 2.328 / 2.988

=====

> Among the records above, which one has the highest spin multiplicity?

C19H15MoN7O2

=====

> Number 4 is which compound?

C19H15BF4IrN3O2S

=====

> Which formula does entry 5 have?

C19H15BrF4N6O3S